Record 1
9 unconnected molecules or ions with the total composition C16H46BCl2F4O14 in a non-equilibrium geometry, computed with the ωB97M-V functional and the def2-TZVPD basis.

Last column: Löwdin spin population.
Cartesian coordinates (Å):
B (0.16, 0.44, 1.05)  0.00
F (1.34, 0.98, 1.30)  0.00
F (-0.36, 1.00, -0.21)  0.00
F (0.32, -0.95, 0.92)  0.00
F (-0.65, 0.76, 2.15)  0.00
C (4.20, -1.33, 2.89)  0.00
C (4.18, -0.29, 1.71)  0.00
O (3.15, -0.67, 0.79)  0.00
O (4.48, -2.68, 2.55)  0.00
H (3.26, -1.23, 3.42)  0.00
H (4.86, -1.07, 3.71)  0.00
H (5.16, -0.43, 1.25)  0.00
H (4.15, 0.75, 2.05)  0.00
H (2.34, -0.18, 0.88)  0.00
H (3.88, -3.23, 3.07)  0.00
C (-3.09, -0.14, -3.73)  0.00
C (-2.53, 0.40, -2.36)  0.04
O (-1.35, 1.18, -2.52)  0.24
O (-2.02, -0.95, -4.42)  0.01
H (-3.33, 0.69, -4.39)  0.00
H (-3.93, -0.83, -3.62)  0.00
H (-2.51, -0.31, -1.54)  0.01
H (-3.34, 1.01, -1.96)  0.02
H (-1.07, 1.30, -1.61)  0.00
H (-2.19, -1.03, -5.36)  0.00
C (0.12, -3.64, -2.80)  0.05
C (-0.52, -2.69, -1.78)  0.08
O (0.28, -1.52, -1.66)  0.42
O (0.05, -3.06, -4.08)  0.04
H (-0.40, -4.60, -2.75)  0.00
H (1.14, -3.97, -2.59)  0.01
H (-0.46, -3.22, -0.83)  0.00
H (-1.54, -2.52, -2.11)  0.04
H (0.29, -1.33, -0.72)  0.01
H (-0.34, -3.65, -4.72)  0.00
C (-0.78, -3.29, 4.31)  0.00
C (0.65, -3.06, 3.80)  0.00
O (1.09, -4.21, 3.11)  0.00
O (-0.76, -4.28, 5.36)  0.00
H (-1.51, -3.43, 3.51)  0.00
H (-1.17, -2.37, 4.75)  0.00
H (1.36, -3.02, 4.63)  0.00
H (0.75, -2.12, 3.26)  0.00
H (1.78, -4.64, 3.62)  0.00
H (-0.44, -5.10, 4.97)  0.00
C (3.57, 1.17, -1.47)  0.00
C (4.00, 1.85, -2.74)  0.00
O (3.63, 1.17, -4.00)  0.00
O (2.18, 0.98, -1.49)  0.01
H (3.85, 1.81, -0.63)  0.00
H (4.16, 0.26, -1.33)  0.00
H (5.09, 1.91, -2.69)  0.00
H (3.57, 2.85, -2.74)  0.00
H (4.12, 1.59, -4.71)  0.00
H (1.98, 0.63, -0.62)  0.00
C (-4.36, -1.85, 1.76)  0.00
C (-2.97, -1.22, 1.59)  0.00
O (-3.02, 0.07, 0.98)  0.00
O (-5.24, -1.06, 2.55)  0.00
H (-4.37, -2.83, 2.24)  0.00
H (-4.76, -1.97, 0.76)  0.00
H (-2.41, -1.92, 0.97)  0.00
H (-2.53, -1.07, 2.58)  0.00
H (-2.12, 0.39, 0.96)  0.00
H (-5.30, -0.37, 1.88)  0.00
C (0.20, 3.88, -2.99)  0.00
C (-1.01, 4.63, -3.38)  0.00
O (-2.12, 3.75, -3.34)  0.02
O (0.78, 3.10, -4.00)  0.00
H (0.04, 3.31, -2.08)  0.00
H (0.95, 4.61, -2.69)  0.00
H (-0.93, 5.00, -4.41)  0.00
H (-1.12, 5.43, -2.65)  0.00
H (-1.89, 2.83, -3.46)  0.00
H (0.88, 3.58, -4.83)  0.00
Cl (0.63, 4.70, 2.96)  0.00
C (-0.50, 3.37, 3.09)  0.00
C (-1.94, 3.94, 3.47)  0.00
Cl (-2.03, 4.43, 5.20)  0.00
H (-0.05, 2.56, 3.67)  0.00
H (-0.60, 2.99, 2.07)  0.00
H (-2.75, 3.22, 3.35)  0.00
H (-2.33, 4.78, 2.89)  0.00

Results
LUMO (spin up / spin down)	0.0 / -6.0	eV
HOMO (spin up / spin down)	-9.6926 / -9.6427	eV
total charge	0
multiplicity	2
HOMO-LUMO gap (spin up / spin down)	0.356 / 0.133	Ha
E	-82590.9105	eV



Record 2
A molecular structure, C45H41BiFN7O7 in a non-equilibrium geometry, computed with the ωB97M-V functional and the def2-TZVPD basis.

Last column: Löwdin charge in e.
Cartesian coordinates (Å):
Bi (0.41, -0.77, 2.41)  1.98
C (-0.63, 3.41, 5.23)  -0.04
O (-0.55, 2.26, 6.08)  0.06
C (-0.39, 1.21, 5.28)  -0.30
N (-0.40, 1.40, 4.02)  0.08
C (-0.59, 2.82, 3.79)  -0.24
C (0.49, 3.44, 2.93)  -0.20
C (0.31, 4.73, 2.46)  -0.04
C (1.29, 5.35, 1.70)  -0.07
C (2.46, 4.67, 1.39)  -0.07
C (2.64, 3.37, 1.85)  -0.07
C (1.67, 2.76, 2.63)  -0.05
C (-0.20, -0.12, 5.85)  -0.17
C (-0.71, -0.51, 7.08)  0.05
C (-0.48, -1.82, 7.49)  0.01
C (0.29, -2.65, 6.70)  0.06
C (0.78, -2.15, 5.50)  -0.17
N (0.52, -0.92, 5.08)  0.09
C (1.64, -2.89, 4.57)  -0.30
N (1.73, -2.53, 3.35)  -0.01
C (2.77, -3.31, 2.70)  -0.23
C (3.16, -4.32, 3.83)  -0.02
O (2.40, -3.88, 4.97)  0.08
C (3.92, -2.43, 2.26)  -0.18
C (4.86, -2.94, 1.36)  -0.02
C (5.95, -2.17, 0.98)  -0.06
C (6.11, -0.89, 1.48)  -0.08
C (5.17, -0.38, 2.36)  -0.08
C (4.09, -1.15, 2.76)  -0.05
H (0.22, 4.06, 5.44)  0.14
H (-1.55, 3.94, 5.47)  0.14
H (-1.56, 2.96, 3.29)  0.14
H (-0.60, 5.26, 2.69)  0.12
H (1.14, 6.36, 1.34)  0.11
H (3.22, 5.14, 0.80)  0.11
H (3.55, 2.84, 1.61)  0.10
H (1.82, 1.76, 3.00)  0.06
H (-1.27, 0.18, 7.69)  0.13
H (-0.90, -2.18, 8.42)  0.13
H (0.50, -3.67, 7.00)  0.13
H (2.36, -3.83, 1.83)  0.12
H (4.22, -4.30, 4.09)  0.14
H (2.85, -5.34, 3.59)  0.14
H (4.73, -3.93, 0.96)  0.12
H (6.68, -2.58, 0.30)  0.11
H (6.97, -0.30, 1.20)  0.11
H (5.30, 0.62, 2.76)  0.10
H (3.37, -0.74, 3.46)  0.09
O (-3.34, -2.25, 3.68)  0.12
C (-2.43, -1.61, 3.20)  -0.56
O (-1.18, -1.85, 3.41)  -0.18
C (-2.71, -0.39, 2.34)  -0.17
C (-3.99, 0.09, 2.11)  0.04
C (-4.14, 1.24, 1.35)  -0.02
C (-3.01, 1.89, 0.87)  -0.03
C (-1.77, 1.34, 1.16)  -0.16
N (-1.65, 0.23, 1.86)  -0.05
H (-4.84, -0.43, 2.52)  0.13
H (-5.12, 1.64, 1.15)  0.12
H (-3.09, 2.80, 0.29)  0.12
H (-0.83, 1.78, 0.84)  0.11
C (-0.80, -3.91, -5.18)  -0.05
C (0.39, -3.03, -4.81)  -0.18
N (0.14, -2.23, -3.62)  -0.04
C (0.46, -2.78, -2.43)  0.05
C (0.38, -2.12, -1.24)  -0.02
C (0.62, -2.88, 0.04)  -0.57
O (1.30, -3.88, 0.03)  0.08
O (-0.01, -2.41, 1.07)  -0.21
C (0.04, -0.73, -1.20)  -0.30
O (0.22, 0.02, -0.23)  -0.07
C (-0.54, -0.25, -2.46)  -0.04
C (-1.25, 0.94, -2.45)  0.09
C (-1.86, 1.40, -3.58)  -0.18
F (-2.63, 2.52, -3.48)  0.06
C (-1.73, 0.74, -4.82)  -0.14
C (-1.05, -0.47, -4.82)  0.07
C (-0.47, -1.00, -3.65)  -0.11
N (-2.22, 1.30, -6.00)  -0.10
C (-2.46, 2.72, -6.11)  -0.14
C (-2.05, 3.19, -7.50)  -0.08
N (-2.82, 2.44, -8.53)  0.06
C (-2.64, 0.97, -8.38)  -0.08
C (-3.02, 0.56, -6.95)  -0.12
H (-0.54, -4.51, -6.05)  0.08
H (-1.68, -3.32, -5.42)  0.07
H (-1.04, -4.58, -4.36)  0.09
H (0.66, -2.36, -5.63)  0.12
H (1.25, -3.67, -4.61)  0.13
H (0.81, -3.80, -2.44)  0.16
H (-1.36, 1.47, -1.52)  0.12
H (-0.98, -1.01, -5.74)  0.10
H (-1.84, 3.25, -5.39)  0.14
H (-3.51, 2.99, -5.91)  0.14
H (-0.98, 3.00, -7.67)  0.15
H (-2.24, 4.26, -7.61)  0.14
H (-2.53, 2.73, -9.47)  0.19
H (-3.82, 2.68, -8.43)  0.19
H (-1.60, 0.73, -8.58)  0.15
H (-3.28, 0.45, -9.10)  0.14
H (-2.84, -0.51, -6.83)  0.13
H (-4.09, 0.74, -6.78)  0.14

Results
LUMO	-4.6	eV
HOMO	-12.6345	eV
total charge	+2
HOMO-LUMO gap	0.294	Ha
E	-80640.7954	eV



Record 3
C5H9NO in the gas phase in a non-equilibrium geometry, computed with the ωB97M-V functional and the def2-TZVPD basis.

Last column: natural (NBO) charge in e.
Cartesian coordinates (Å):
C (1.30, -0.54, 0.87)  -0.35
C (0.61, -0.89, -0.21)  0.23
C (0.72, 0.37, 1.96)  -0.08
C (0.25, -1.42, -1.49)  -0.72
C (-1.47, 1.19, -0.69)  -0.47
N (-1.04, 0.61, 0.50)  -0.18
O (-0.09, 1.31, 1.27)  -0.38
H (2.42, -0.60, 0.88)  0.23
H (0.16, -0.27, 2.65)  0.19
H (1.45, 0.92, 2.57)  0.20
H (1.18, -1.86, -2.01)  0.24
H (-0.39, -0.68, -2.06)  0.25
H (-0.40, -2.19, -1.16)  0.25
H (-2.13, 2.13, -0.53)  0.21
H (-0.56, 1.59, -1.35)  0.17
H (-2.01, 0.35, -1.21)  0.22

Results
LUMO (spin up / spin down)	0.5 / 0.6	eV
HOMO (spin up / spin down)	-7.4069 / -7.9463	eV
total charge	0
HOMO-LUMO gap (spin up / spin down)	0.290 / 0.316	Ha
E	-8862.2139	eV
relative energy (zero: lowest compared OMol25 entry of this formula, charge and spin)	6.999	eV